Record 1
The following is a DFT calculation (wB97M-V/def2-TZVPD) of C30H19F5N4O4S2Sn as an isolated structure.

XYZ file:
```
65
Properties=species:S:1:pos:R:3:forces:R:3:nbo_charge:R:1
Sn -0.12237 -0.23501 -0.33790 0.445 -0.302 0.120 2.25
O -0.16786 -2.16303 0.27224 -0.067 -0.172 0.147 -0.86
C 0.32652 -2.71378 1.37442 -0.083 0.031 -0.101 0.46
C -0.33986 -3.81615 1.92672 -0.017 0.001 -0.013 -0.30
C 0.15494 -4.45251 3.04440 0.036 0.013 0.006 -0.16
C 1.33374 -4.01724 3.65498 -0.031 -0.015 0.010 -0.27
C 1.99832 -2.93817 3.12037 0.005 0.017 -0.001 -0.13
C 1.51377 -2.26960 1.98672 0.043 0.053 0.001 -0.24
C 2.28537 -1.16597 1.46729 0.048 -0.074 0.011 0.19
N 1.91306 -0.39924 0.51078 0.008 0.016 0.074 -0.38
N 2.79720 0.59545 0.13698 -0.098 -0.011 -0.042 -0.41
C 2.30906 1.27236 -0.86346 -0.004 -0.045 -0.063 0.56
O 1.15390 1.03556 -1.41352 0.039 0.254 0.000 -0.80
C 3.12881 2.36712 -1.43805 -0.049 0.019 0.037 -0.05
C 4.29699 2.78732 -0.80705 0.028 -0.008 -0.018 -0.19
C 5.04126 3.82107 -1.34966 0.003 0.001 0.009 -0.22
C 4.62857 4.43691 -2.52494 -0.001 -0.004 -0.006 -0.20
C 3.46820 4.01559 -3.15772 -0.002 -0.001 0.012 -0.22
C 2.71626 2.98505 -2.61345 -0.008 0.006 -0.001 -0.20
H -1.25080 -4.14321 1.44278 0.011 -0.017 0.006 0.22
H -0.37646 -5.30415 3.45067 -0.008 0.007 0.003 0.21
H 1.71733 -4.52146 4.53096 0.004 0.001 -0.004 0.22
H 2.91759 -2.58427 3.57327 0.000 -0.008 -0.004 0.21
H 3.26310 -0.96782 1.90355 -0.004 0.000 0.003 0.20
H 4.60865 2.29414 0.10316 -0.008 0.012 0.006 0.23
H 5.94575 4.15074 -0.85476 0.000 -0.005 -0.004 0.21
H 5.21285 5.24513 -2.94610 -0.001 -0.002 -0.001 0.21
H 3.14519 4.49302 -4.07374 0.002 -0.004 -0.001 0.21
H 1.80690 2.64744 -3.09129 -0.003 0.015 0.005 0.23
O -3.74036 2.80726 2.79217 0.005 -0.011 -0.021 -0.64
C -2.56190 3.47709 2.81018 0.002 0.024 0.005 0.34
C -2.46321 4.70148 3.46748 -0.016 0.011 0.007 -0.31
C -1.26982 5.39714 3.50431 0.020 -0.005 0.001 -0.17
C -0.14296 4.87757 2.88220 -0.014 -0.003 0.003 -0.26
C -0.23611 3.66214 2.23221 -0.013 -0.015 -0.017 -0.15
C -1.43209 2.94057 2.17690 0.060 -0.022 -0.010 -0.14
C -1.41557 1.65290 1.44840 -0.122 -0.021 0.079 0.57
O -0.23311 1.22682 1.07186 -0.033 0.267 -0.050 -0.81
N -2.51477 1.00643 1.21023 0.067 0.049 -0.030 -0.39
N -2.23739 -0.17336 0.53459 0.026 -0.154 -0.250 -0.44
C -3.26904 -0.90055 0.30253 -0.193 0.031 0.185 -0.03
S -4.86328 -0.36299 0.79422 0.061 -0.015 -0.032 0.36
C -5.71877 -1.60806 -0.21014 0.039 0.058 -0.004 -0.55
C -4.91681 -2.88770 -0.15532 0.038 0.011 0.008 -0.53
S -3.18029 -2.46682 -0.47152 0.031 0.082 -0.073 0.34
H -4.39481 3.32937 3.26869 0.001 -0.008 0.010 0.48
H -3.34406 5.10567 3.95548 0.002 -0.006 -0.001 0.21
H -1.22110 6.34578 4.02344 -0.006 0.000 -0.008 0.22
H 0.79550 5.41404 2.90263 -0.002 -0.006 0.000 0.22
H 0.62758 3.23688 1.74061 0.008 0.014 0.009 0.24
H -5.78659 -1.23591 -1.23239 -0.051 -0.025 -0.007 0.23
H -6.72170 -1.73552 0.19503 0.003 -0.016 0.014 0.24
H -5.22214 -3.59544 -0.92525 -0.003 -0.003 0.007 0.24
H -4.98695 -3.36146 0.82316 -0.031 -0.007 0.000 0.22
F 1.02083 -2.22389 -2.48911 0.027 0.002 0.000 -0.30
C -0.11015 -1.71902 -2.99887 -0.077 -0.008 -0.024 0.35
C -0.82023 -0.77243 -2.28902 -0.197 0.057 0.047 -0.55
C -1.95922 -0.26474 -2.87770 0.059 -0.003 -0.049 0.39
F -2.68008 0.68628 -2.25961 0.006 -0.025 0.051 -0.32
C -2.41094 -0.70162 -4.10938 -0.033 0.004 -0.010 0.24
F -3.53154 -0.21148 -4.64536 0.015 0.005 -0.006 -0.29
C -1.68806 -1.66651 -4.78757 -0.007 0.013 -0.015 0.29
F -2.10508 -2.09573 -5.97609 0.001 -0.008 -0.005 -0.28
C -0.52473 -2.17612 -4.23669 0.041 -0.033 -0.005 0.26
F 0.17633 -3.09283 -4.90454 -0.001 -0.007 0.000 -0.29
```
Forces are in eV/Å.

Its HOMO energy is -8.06 eV.

***

Record 2
The following is a DFT calculation (wB97M-V/def2-TZVPD) of C30H19N9PdS as an isolated structure.

XYZ file:
```
60
Properties=species:S:1:pos:R:3:forces:R:3:nbo_charge:R:1
Pd 0.91346 -1.08711 0.15194 -0.388 -0.366 -0.205 0.91
N -9.18518 -3.16402 -0.31734 0.015 0.005 -0.001 -0.31
C -8.06218 -2.92097 -0.28490 0.093 0.017 0.003 0.28
C -6.65531 -2.61593 -0.24187 -0.059 -0.015 -0.004 -0.20
C -5.96125 -2.34297 -1.41892 -0.020 -0.002 -0.023 -0.15
C -4.61183 -2.04715 -1.37008 0.014 0.018 0.018 -0.22
C -3.91798 -2.02061 -0.15574 0.004 -0.014 -0.014 -0.03
C -4.63161 -2.29999 1.01359 0.010 -0.006 -0.002 -0.16
C -5.98273 -2.59180 0.97766 -0.019 -0.005 0.021 -0.16
C -2.47551 -1.69648 -0.10446 -0.046 -0.078 -0.013 -0.18
C -2.05072 -0.64612 0.72581 0.104 -0.012 0.000 0.24
C -2.90337 0.28982 1.43071 -0.038 0.026 -0.024 -0.25
C -2.08622 1.17487 2.07960 0.094 -0.077 -0.045 -0.29
C -0.76328 0.78499 1.77669 -0.063 0.083 0.098 0.06
N -0.74354 -0.30582 0.97935 -0.033 0.045 -0.061 -0.55
C -1.57867 -2.41559 -0.94247 0.028 0.182 -0.008 0.29
C -1.91536 -3.54296 -1.79425 -0.073 -0.035 -0.006 -0.26
C -0.77917 -3.89725 -2.46131 0.093 0.133 0.054 -0.28
C 0.23515 -3.01299 -2.01701 -0.008 -0.135 -0.187 0.10
N -0.25433 -2.13162 -1.10939 -0.043 -0.097 0.222 -0.55
H -6.48731 -2.35298 -2.36442 0.008 0.003 0.009 0.23
H -4.08237 -1.81582 -2.28605 -0.013 0.001 0.006 0.23
H -4.11018 -2.29796 1.96268 0.000 -0.002 -0.007 0.22
H -6.52166 -2.81354 1.88934 0.010 0.006 -0.006 0.23
H -3.97971 0.29713 1.39473 0.014 -0.042 -0.004 0.23
H -2.37363 2.01481 2.69059 0.014 -0.008 -0.007 0.23
H 0.14346 1.26071 2.11322 0.016 -0.031 -0.046 0.20
H -2.88691 -4.00347 -1.85467 0.012 0.020 0.009 0.23
H -0.64979 -4.69072 -3.17847 0.001 0.015 -0.001 0.23
H 1.26898 -2.98605 -2.31493 0.022 0.017 0.069 0.23
N 3.12658 3.00087 0.16962 0.121 -0.021 -0.086 -0.63
C 2.82897 3.98179 -0.80176 -0.009 -0.089 0.123 0.22
C 3.32081 5.26548 -0.65853 -0.002 0.067 0.024 -0.26
C 3.02368 6.23935 -1.60661 0.035 -0.007 0.047 -0.19
C 2.21527 5.93153 -2.68415 -0.028 -0.029 -0.020 -0.22
C 1.71249 4.64076 -2.81975 -0.017 0.057 -0.031 -0.19
C 2.03233 3.66522 -1.89535 -0.009 -0.134 -0.036 -0.26
S 1.46700 2.00046 -2.13265 0.008 0.042 -0.063 0.52
N 1.77278 1.27363 -0.65517 -0.401 -0.041 -0.356 -0.63
C 2.50432 1.77467 0.23935 0.269 0.217 0.366 0.39
C 2.72451 0.97023 1.48762 0.029 0.032 -0.060 0.18
C 3.51236 1.43509 2.52894 0.064 0.060 0.054 -0.22
C 3.71863 0.64962 3.65073 0.077 0.124 0.028 -0.13
C 3.13299 -0.59505 3.71074 -0.038 -0.111 -0.001 -0.24
C 2.34574 -0.99477 2.64720 -0.041 0.016 -0.076 0.09
N 2.13368 -0.23254 1.57092 0.177 0.167 0.283 -0.42
H 3.75581 3.27183 0.89867 0.011 0.063 -0.007 0.40
H 3.94497 5.50440 0.19564 -0.011 0.018 -0.012 0.21
H 3.42488 7.23725 -1.49164 -0.001 -0.009 0.007 0.22
H 1.97369 6.68621 -3.42013 -0.003 -0.017 -0.002 0.22
H 1.07753 4.38688 -3.66039 0.010 0.014 0.005 0.22
H 3.97373 2.40902 2.48573 0.030 -0.014 0.050 0.21
H 4.33554 1.00824 4.46380 0.005 0.024 -0.026 0.23
H 3.27674 -1.25091 4.55668 -0.024 -0.018 -0.016 0.24
H 1.86095 -1.95968 2.63909 -0.029 -0.025 0.012 0.23
N 6.86332 -3.36813 -0.53925 -0.029 0.049 0.002 -0.46
C 5.89717 -2.84746 -0.90846 -0.064 -0.142 0.291 0.44
N 4.84891 -2.23805 -1.40839 0.166 0.294 -0.614 -0.68
C 3.69491 -2.06741 -0.93514 -0.008 -0.253 0.375 0.62
N 2.58849 -1.90091 -0.59695 -0.038 0.020 -0.106 -0.67
```
Forces are in eV/Å.

The multiplicity is 3. Its HOMO energy (alpha / beta) is -6.27 / -8.04 eV.

***

Per-record electronic energy, Ha: -3184.62412, -2173.42307
Per-record relative energy (zero: lowest compared OMol25 entry of this formula, charge and spin), kJ/mol: 0.0, 0.0